(1)
A single C8H14 molecule. Source: the OMol25 dataset; level of theory: ωB97M-V/def2-TZVPD.

CARTESIAN COORDINATES (ANGSTROEM)
C -0.613 0.741 -0.252
C 0.919 1.182 0.088
C -1.902 0.216 0.034
C -2.239 -0.293 1.398
C -3.019 0.295 -0.951
C 1.689 -1.201 -0.580
C 3.306 0.604 0.184
C 1.871 0.077 0.245
H -0.586 1.174 -1.264
H -2.927 0.396 1.890
H -1.350 -0.391 2.018
H -2.736 -1.261 1.330
H -2.743 0.851 -1.845
H -3.882 0.787 -0.498
H -3.336 -0.708 -1.242
H 1.909 -0.994 -1.625
H 0.665 -1.564 -0.503
H 2.367 -1.982 -0.239
H 3.394 1.492 0.806
H 3.566 0.872 -0.837
H 4.013 -0.144 0.540
H 1.634 -0.151 1.305

The HOMO energy comes out at -0.2891 hartree. As for the charge: 0.

natural (NBO) atomic charge list, values in e, 5 entries:
1. C -0.364
2. C 0.210
3. C 0.008
4. C -0.643
5. C -0.636


(2)
A single C8H14 molecule. Source: the OMol25 dataset; level of theory: ωB97M-V/def2-TZVPD.

CARTESIAN COORDINATES (ANGSTROEM)
C 3.082 0.581 -1.611
C 2.033 0.157 -0.907
C 0.891 1.071 -0.685
C -0.329 0.572 -0.445
C -1.513 1.505 -0.303
C -0.663 -0.891 -0.465
C -1.301 -1.425 0.805
C -0.628 -0.994 2.120
H 3.142 1.616 -1.926
H 4.010 0.047 -1.775
H 2.143 -0.647 -0.188
H 1.026 2.130 -0.511
H -1.556 2.228 -1.118
H -1.546 1.992 0.656
H -2.451 0.964 -0.454
H -1.352 -1.151 -1.274
H 0.240 -1.426 -0.764
H -1.381 -2.518 0.837
H -2.377 -1.210 0.801
H 0.445 -1.130 2.005
H -0.817 0.071 2.270
H -1.098 -1.540 2.933

The HOMO energy comes out at -0.3145 hartree. The SMILES is C=C/C=C(/C)CCC. As for the charge: 0.

natural (NBO) atomic charge list, values in e, 5 entries:
1. C -0.371
2. C -0.230
3. C -0.245
4. C 0.058
5. C -0.658


So which one wins? Going from most stable to least: (2), (1).


(1)
A single C2H2OS molecule. Source: the OMol25 dataset; level of theory: ωB97M-V/def2-TZVPD.

CARTESIAN COORDINATES (ANGSTROEM)
C -1.525 0.274 -0.165
C 1.108 -0.355 0.102
O -1.822 1.304 0.289
S -0.471 -1.007 0.152
H 1.622 -0.863 -0.649
H 1.086 0.645 0.272

The HOMO energy (spin up / spin down) comes out at -0.3022 / -0.3155 hartree. As for the charge: 0.

natural (NBO) atomic charge list, values in e, 5 entries:
1. C 0.318
2. C -0.654
3. O -0.445
4. S 0.383
5. H 0.204


(2)
A single C2H2OS molecule. Source: the OMol25 dataset; level of theory: ωB97M-V/def2-TZVPD.

CARTESIAN COORDINATES (ANGSTROEM)
O 2.221 0.396 -0.057
C 0.819 0.569 -0.174
C -0.612 0.675 -0.044
S -2.396 0.094 -0.032
H 2.497 -0.534 -0.169
H -2.529 -1.199 0.476

The HOMO energy (spin up / spin down) comes out at -0.3172 / -0.3172 hartree. The SMILES is OC#CS. As for the charge: 0.

natural (NBO) atomic charge list, values in e, 5 entries:
1. O -0.678
2. C 0.331
3. C -0.369
4. S 0.047
5. H 0.515


So which one wins? Going from most stable to least: (1), (2).


(1)
A single CH3N3O2 molecule. Source: the OMol25 dataset; level of theory: ωB97M-V/def2-TZVPD.

CARTESIAN COORDINATES (ANGSTROEM)
H -0.963 2.005 1.370
N -1.108 1.153 0.861
N 0.284 0.909 -0.006
O 0.864 1.905 -0.356
C 0.670 -0.475 -0.416
N -0.217 -1.378 -0.091
O 1.778 -0.606 -0.874
H -1.198 -1.205 -0.111
H -0.110 -2.309 -0.376

The HOMO energy (spin up / spin down) comes out at -0.3822 / -0.3392 hartree. The SMILES is [H]/N=[N+](\[O-])C(N)=O. As for the charge: 0.

natural (NBO) atomic charge list, values in e, 5 entries:
1. H 0.311
2. N -0.399
3. N 0.130
4. O -0.273
5. C 0.733


(2)
A single CH3N3O2 molecule. Source: the OMol25 dataset; level of theory: ωB97M-V/def2-TZVPD.

CARTESIAN COORDINATES (ANGSTROEM)
H 1.699 1.545 0.721
N 0.895 0.980 0.709
N 0.698 0.443 -0.407
O 1.537 0.341 -1.335
C -0.697 -0.244 -0.553
N -0.979 -0.775 0.605
O -1.270 -0.159 -1.609
H -0.135 -0.616 1.198
H -1.748 -1.515 0.672

The HOMO energy (spin up / spin down) comes out at -0.3871 / -0.3870 hartree. The SMILES is [H]/N=[N+](\[O-])C(N)=O. As for the charge: 0.

natural (NBO) atomic charge list, values in e, 5 entries:
1. H 0.355
2. N -0.485
3. N 0.270
4. O -0.413
5. C 0.749


So which one wins? Going from most stable to least: (2), (1).


(1)
2 unconnected molecules or ions with the total composition H3OPS. Source: the OMol25 dataset; level of theory: ωB97M-V/def2-TZVPD.

CARTESIAN COORDINATES (ANGSTROEM)
P 0.821 1.687 -0.657
S 0.661 3.580 -0.337
H 0.402 1.112 0.668
O -0.305 -1.939 0.209
H -0.498 -2.387 -0.640
H -1.082 -2.052 0.756

The HOMO energy comes out at -0.3219 hartree. The SMILES is P=S.O. As for the charge: 0.

natural (NBO) atomic charge list, values in e, 5 entries:
1. P 0.413
2. S -0.346
3. H -0.067
4. O -0.944
5. H 0.473


(2)
A single H3OPS molecule. Source: the OMol25 dataset; level of theory: ωB97M-V/def2-TZVPD.

CARTESIAN COORDINATES (ANGSTROEM)
O -0.577 -1.044 0.650
P -0.111 -0.195 -0.409
S 0.366 1.452 0.727
H -0.899 -0.112 -1.596
H 1.036 -0.545 -0.880
H 0.185 0.443 1.508

The HOMO energy comes out at -0.3755 hartree. The SMILES is O=[PH2]S. As for the charge: 0.

natural (NBO) atomic charge list, values in e, 5 entries:
1. O -1.104
2. P 1.428
3. S -0.320
4. H -0.066
5. H -0.127


So which one wins? Going from most stable to least: (2), (1).


(1)
A single C2H2N2O3 molecule. Source: the OMol25 dataset; level of theory: ωB97M-V/def2-TZVPD.

CARTESIAN COORDINATES (ANGSTROEM)
O -2.047 0.388 0.851
C -0.781 0.223 0.753
N 0.158 -0.523 1.565
C 1.011 -0.892 0.636
O 1.072 -0.392 -0.643
N 0.071 0.710 -0.484
O -0.554 0.798 -1.595
H 1.621 -1.998 0.735
H -0.551 1.686 -1.819

The HOMO energy comes out at -0.3723 hartree. The SMILES is O=c1ncon1O. As for the charge: 0.

natural (NBO) atomic charge list, values in e, 5 entries:
1. O -0.524
2. C 0.706
3. N -0.527
4. C 0.426
5. O -0.340


(2)
2 unconnected molecules or ions with the total composition C2H2N2O3. Source: the OMol25 dataset; level of theory: ωB97M-V/def2-TZVPD.

CARTESIAN COORDINATES (ANGSTROEM)
N 3.070 2.438 -0.092
C 2.528 1.434 -0.010
C 1.785 0.199 0.130
O 2.041 -0.847 -0.387
H 0.904 0.347 0.796
O -2.588 2.105 -0.032
N -2.102 1.072 0.257
O -1.675 0.325 -0.847
H -1.364 -0.530 -0.524

The HOMO energy comes out at -0.4028 hartree. The SMILES is N#CC=O.O=NO. As for the charge: 0.

natural (NBO) atomic charge list, values in e, 5 entries:
1. N -0.207
2. C 0.145
3. C 0.341
4. O -0.428
5. H 0.146


So which one wins? Going from most stable to least: (2), (1).


(1)
3 unconnected molecules or ions with the total composition C3H12N2O3. Source: the OMol25 dataset; level of theory: ωB97M-V/def2-TZVPD.

CARTESIAN COORDINATES (ANGSTROEM)
C -0.580 0.444 -1.451
N -1.251 -0.114 -0.271
C -0.352 -0.210 0.883
C 0.690 -1.317 0.659
N 0.391 -2.511 0.085
O 1.823 -1.146 1.093
H -0.038 1.384 -1.357
H -1.381 0.517 -2.233
H 0.115 -0.247 -1.955
H -1.926 0.624 -0.104
H -0.943 -0.592 1.749
H 0.281 0.626 1.189
H -0.479 -2.796 -0.318
H 1.162 -3.166 0.088
O 2.388 1.297 -1.522
H 2.091 0.482 -1.099
H 3.285 1.442 -1.207
O -1.706 1.911 1.609
H -1.085 1.974 2.348
H -2.486 1.397 1.813

The HOMO energy comes out at -0.3494 hartree. The SMILES is CNCC(N)=O.O.O. As for the charge: 0.

natural (NBO) atomic charge list, values in e, 5 entries:
1. C -0.448
2. N -0.628
3. C -0.308
4. C 0.654
5. N -0.826


(2)
3 unconnected molecules or ions with the total composition C3H12N2O3. Source: the OMol25 dataset; level of theory: ωB97M-V/def2-TZVPD.

CARTESIAN COORDINATES (ANGSTROEM)
C 2.047 0.724 1.326
N 0.791 1.110 0.695
C 0.039 0.325 -0.082
O 0.165 -0.902 -0.153
C -0.985 1.044 -0.950
N -1.505 2.211 -0.219
H 2.855 1.312 0.894
H 1.986 0.923 2.396
H 2.192 -0.349 1.250
H 0.513 2.076 0.754
H -1.751 0.296 -1.118
H -0.471 1.290 -1.882
H -2.155 2.760 -0.789
H -2.057 1.860 0.553
O 0.546 -2.258 2.312
H 0.670 -1.783 1.467
H 0.735 -3.173 2.083
O -0.993 -1.670 -2.779
H -0.960 -2.605 -3.035
H -0.544 -1.648 -1.921

The HOMO energy comes out at -0.3665 hartree. The SMILES is CNC(=O)CN.O.O. As for the charge: 0.

natural (NBO) atomic charge list, values in e, 5 entries:
1. C -0.419
2. N -0.598
3. C 0.682
4. O -0.702
5. C -0.314


(3)
3 unconnected molecules or ions with the total composition C3H12N2O3. Source: the OMol25 dataset; level of theory: ωB97M-V/def2-TZVPD.

CARTESIAN COORDINATES (ANGSTROEM)
C -0.941 2.130 1.975
C -0.674 0.843 1.248
O -1.609 0.169 0.842
N 0.600 0.542 0.873
C 0.786 -0.536 -0.104
N 0.294 -0.199 -1.424
H -0.539 2.874 1.277
H -1.997 2.343 2.063
H -0.431 2.342 2.905
H 1.281 1.278 0.952
H 1.852 -0.754 -0.123
H 0.172 -1.369 0.229
H 0.635 0.641 -1.785
H -0.587 -0.622 -1.641
O 3.049 -0.929 -2.862
H 3.066 -1.037 -1.915
H 2.133 -0.962 -3.140
O -2.092 -2.444 -0.020
H -2.297 -1.496 0.023
H -2.701 -2.813 0.628

The HOMO energy comes out at -0.3445 hartree. The SMILES is CC(=O)NCN.O.O. As for the charge: 0.

natural (NBO) atomic charge list, values in e, 5 entries:
1. C -0.709
2. C 0.689
3. O -0.664
4. N -0.632
5. C -0.064


So which one wins? Going from most stable to least: (2), (3), (1).